Formula: C21H45NO8RuSSeSi2
Source: the Open Molecules 2025 dataset
Level of theory: ωB97M-V with the def2-TZVPD basis set

Properties
F_max, Eh/bohr: 0.07576
Spin multiplicity: 2
Energy, a.u.: -4957.64312
Energy relative to the best compared isomer or geometry (same formula, charge and spin), kcal/mol: 43.2
Total charge: -1
LUMO (alpha / beta), eV: 0.82 / 1.41

```
80
Properties=species:S:1:pos:R:3:forces:R:3:lowdin_charge:R:1
Ru 0.173 1.262 1.638 -3.330 1.592 1.246 0.984
O -0.136 -0.416 3.709 0.049 -0.446 -0.238 -0.169
C -1.137 0.071 4.571 -0.364 0.070 0.315 -0.235
C -2.282 0.761 3.821 0.265 -0.534 0.272 -0.187
N -1.812 1.924 3.078 0.918 -0.550 -0.850 -0.206
C -2.816 2.444 2.163 0.017 0.430 -0.777 -0.113
C -2.161 3.325 1.044 -1.736 -0.150 0.864 -0.679
O -2.863 4.169 0.503 -0.069 0.039 -0.053 0.017
O -0.961 3.079 0.771 2.421 -1.630 0.237 -0.098
C -1.333 2.975 3.967 0.857 0.285 0.440 -0.090
C 0.174 2.821 4.386 -1.433 0.386 0.492 -0.703
O 0.459 3.097 5.545 0.093 0.124 0.167 0.006
O 0.959 2.469 3.474 0.555 -1.076 -2.012 -0.117
H -0.539 -1.043 3.079 0.250 0.209 0.126 -0.004
H -0.638 0.776 5.242 -0.127 -0.186 0.038 0.112
H -1.551 -0.757 5.171 -0.002 0.265 -0.044 0.123
H -3.063 1.049 4.552 0.153 -0.024 -0.235 0.134
H -2.701 0.046 3.103 -0.068 0.173 0.097 0.084
H -3.585 3.041 2.680 0.222 -0.141 -0.050 0.133
H -3.311 1.615 1.651 0.057 -0.031 0.070 0.099
H -1.944 3.038 4.884 0.083 -0.052 -0.297 0.131
H -1.384 3.931 3.439 -0.059 -0.091 0.029 0.134
C 2.055 1.026 -2.487 -0.196 0.046 0.126 -0.032
C 0.869 1.814 -1.934 0.521 0.625 -0.445 -0.631
C 1.367 3.040 -1.160 -0.218 -0.227 0.070 -0.045
C -0.059 2.256 -3.066 0.128 -0.169 0.235 -0.018
O 0.138 1.008 -1.016 -0.218 0.157 0.140 -0.257
Si -0.602 -0.432 -1.169 -0.226 -0.307 0.814 -0.141
S -1.332 -0.766 0.782 0.994 1.098 0.216 0.429
O -1.773 -0.501 -2.307 0.241 0.047 -0.158 -0.147
C -3.168 -0.260 -2.282 -0.640 -0.039 -0.135 -0.647
C -3.856 -1.522 -1.743 0.230 0.231 -0.159 -0.037
C -3.521 0.935 -1.402 0.177 -0.159 -0.085 -0.035
C -3.578 0.001 -3.736 0.161 -0.101 0.349 -0.025
O 0.518 -1.489 -1.690 0.306 0.110 -0.037 -0.141
C 0.423 -2.839 -2.098 0.116 -0.507 -0.264 -0.640
C 1.837 -3.417 -1.974 -0.387 0.169 -0.039 -0.026
C -0.065 -2.894 -3.550 0.057 0.039 0.261 -0.020
C -0.534 -3.609 -1.192 0.211 0.231 -0.055 -0.042
H 2.657 1.667 -3.127 0.062 0.063 -0.077 0.086
H 1.704 0.168 -3.052 0.041 -0.102 -0.134 0.073
H 2.661 0.662 -1.660 0.097 -0.031 0.046 0.050
H 2.045 3.628 -1.774 0.064 0.042 -0.136 0.084
H 1.898 2.721 -0.260 0.043 0.048 -0.138 0.032
H 0.522 3.652 -0.850 0.050 0.018 -0.010 0.069
H 0.483 2.911 -3.746 0.011 0.048 -0.097 0.087
H -0.904 2.798 -2.648 -0.120 0.094 0.022 0.087
H -0.429 1.388 -3.613 -0.013 -0.003 -0.093 0.077
H -3.469 -1.728 -0.747 -0.066 -0.062 0.090 0.044
H -3.645 -2.374 -2.390 0.001 -0.042 -0.044 0.082
H -4.933 -1.379 -1.684 -0.149 0.013 0.004 0.083
H -3.289 0.694 -0.369 -0.028 0.056 0.122 0.022
H -4.578 1.170 -1.484 -0.154 0.058 -0.036 0.093
H -2.938 1.809 -1.681 0.035 0.162 -0.073 0.087
H -3.271 -0.836 -4.363 -0.002 -0.042 -0.032 0.080
H -3.093 0.904 -4.100 0.016 0.079 -0.032 0.081
H -4.656 0.120 -3.803 -0.133 0.037 -0.055 0.081
H 2.526 -2.844 -2.592 0.069 0.049 -0.055 0.082
H 1.859 -4.459 -2.287 0.006 -0.097 -0.029 0.084
H 2.155 -3.344 -0.937 0.086 -0.030 0.120 0.072
H 0.642 -2.393 -4.209 0.092 0.053 -0.052 0.085
H -1.020 -2.379 -3.617 -0.082 -0.020 -0.081 0.067
H -0.183 -3.927 -3.875 0.006 -0.080 -0.036 0.083
H -0.227 -3.488 -0.158 0.012 -0.041 0.170 0.072
H -0.541 -4.665 -1.448 -0.028 -0.151 -0.070 0.086
H -1.538 -3.207 -1.294 -0.220 -0.037 0.006 0.058
C 5.562 -0.254 2.498 -0.835 -0.198 -0.366 -0.222
Si 4.141 -1.075 1.498 0.090 -0.573 -0.139 0.233
C 4.825 -1.511 -0.250 -0.489 0.330 0.733 -0.212
C 3.594 -2.700 2.369 0.098 0.837 -0.345 -0.219
Se 2.333 0.349 1.287 1.338 -0.410 0.136 0.394
H 6.425 -0.910 2.569 0.093 -0.244 -0.084 0.018
H 5.239 -0.010 3.505 -0.136 0.030 0.152 0.022
H 5.878 0.670 2.025 0.013 0.177 -0.147 0.018
H 5.697 -2.158 -0.194 0.184 -0.107 0.184 0.021
H 5.107 -0.615 -0.794 0.052 0.222 -0.044 0.019
H 4.070 -2.020 -0.838 -0.191 -0.062 -0.046 -0.009
H 4.397 -3.430 2.404 0.258 -0.071 -0.039 0.018
H 2.749 -3.147 1.854 -0.126 0.001 -0.151 0.011
H 3.280 -2.488 3.386 -0.056 0.083 0.186 0.020
```
Forces are in eV/Å.



Formula: C3H7N2S2
Source: the Open Molecules 2025 dataset
Level of theory: ωB97M-V with the def2-TZVPD basis set

Properties
F_max, Eh/bohr: 0.06730
Energy, a.u.: -1024.07191
SMILES: C[C@H]1[NH+]=CN(S)S1
Energy relative to the best compared isomer or geometry (same formula, charge and spin), kcal/mol: 57.2
Total charge: +1
LUMO, eV: -4.24

```
14
Properties=species:S:1:pos:R:3:forces:R:3:lowdin_charge:R:1
C -1.887 -0.607 0.358 0.380 0.408 1.587 -0.092
C -1.007 0.013 -0.677 2.808 -2.018 0.149 -0.336
N -0.245 1.126 -0.124 -0.647 -0.512 0.525 0.030
C 1.025 0.957 0.217 2.033 0.372 -1.561 -0.193
N 1.645 -0.135 -0.243 0.026 0.624 0.144 -0.797
S 3.414 -0.285 -0.359 -1.149 -0.328 0.893 0.818
S 0.683 -1.287 -1.171 -1.983 2.301 1.015 0.887
H -1.438 -0.800 1.403 -0.394 0.937 -1.654 0.134
H -2.185 -1.575 0.092 -0.646 -1.392 -0.844 0.061
H -2.794 0.011 0.388 0.071 -0.136 0.439 0.104
H -1.489 0.314 -1.591 -0.041 -0.224 -0.374 0.115
H -0.898 1.615 0.482 0.691 0.897 0.108 0.166
H 1.675 1.838 0.543 -1.130 -1.474 0.214 0.184
H 3.501 -1.184 0.683 -0.017 0.543 -0.641 -0.082
```
Forces are in eV/Å.



Formula: C26H52Cl8F12N3O10
Source: the Open Molecules 2025 dataset
Level of theory: ωB97M-V with the def2-TZVPD basis set

Properties
F_max, Eh/bohr: 0.36421
Energy, a.u.: -6816.88851
Total charge: +1
LUMO, eV: -3.31

```
111
Properties=species:S:1:pos:R:3:forces:R:3:lowdin_charge:R:1
N -1.819 -0.132 -2.149 1.462 6.358 -1.758 0.009
H -0.847 -0.088 -1.878 -1.123 -0.831 -0.485 -0.085
H -2.314 0.141 -1.312 -1.083 0.638 -0.067 -0.051
H -2.106 -1.068 -2.397 2.118 4.032 0.107 -0.307
H -1.813 0.545 -2.898 -0.952 0.081 0.198 0.054
N -1.571 2.644 -0.653 4.106 3.392 -1.810 -0.002
H -1.469 2.633 -1.658 1.167 0.046 1.085 -0.002
H -0.724 2.856 -0.146 -0.659 -0.989 -1.944 -0.037
H -1.919 1.760 -0.309 -1.208 -2.060 0.029 -0.096
H -2.311 3.280 -0.393 0.645 0.679 -0.106 0.104
N 1.459 1.102 -2.666 2.777 14.011 -6.469 0.238
H 0.863 1.348 -3.443 0.129 0.569 -0.114 0.114
H 1.715 1.958 -2.195 0.687 0.587 -0.558 0.128
H 2.248 0.540 -2.951 -2.307 2.136 -0.847 -0.170
H 0.883 0.529 -2.065 2.273 2.713 -0.708 -0.357
O 0.362 -0.137 -1.760 -6.131 -11.550 10.247 -0.207
C 0.173 0.421 -0.461 -0.212 -0.808 0.460 -0.081
C -1.184 0.113 0.358 1.029 0.909 0.045 -0.264
O -2.404 0.633 -0.094 1.404 -2.228 3.321 -0.369
H 0.342 1.485 -0.628 -0.210 0.201 0.358 0.122
H 1.071 0.111 0.075 -1.021 -0.178 0.348 0.083
H -1.014 0.583 1.327 0.083 -1.138 -2.344 0.019
H -1.260 -0.923 0.687 0.074 1.995 -0.943 0.013
C 1.447 1.667 2.050 2.031 0.401 0.709 -0.037
C 2.632 1.281 1.137 -0.138 0.541 0.394 -0.130
O 3.871 1.244 1.856 0.487 0.761 0.607 0.062
C 4.492 0.158 2.306 -0.820 -1.287 -1.273 -0.340
O 4.131 -0.991 2.161 1.075 1.880 0.882 0.101
C 5.789 0.513 3.037 -0.675 1.437 -0.116 -0.499
F 6.269 1.689 2.490 -0.081 -1.587 1.316 0.140
F 5.429 0.666 4.341 0.663 0.426 -0.769 0.160
F 6.671 -0.448 2.957 0.291 0.186 -0.126 0.218
H 0.504 1.711 1.504 1.254 -0.110 -0.025 0.047
H 1.494 2.584 2.637 0.778 0.565 -0.752 0.112
H 1.497 0.964 2.882 -0.302 0.379 -0.097 0.087
H 2.750 2.049 0.374 0.291 0.075 -0.038 0.139
H 2.524 0.333 0.610 0.046 0.519 0.751 0.074
C 0.403 -3.215 0.654 -5.258 -3.338 -0.346 -0.138
C -0.477 -2.478 -0.353 0.061 -1.275 1.988 -0.157
O -1.020 -3.546 -1.096 -2.318 -0.041 -3.865 0.062
C -1.910 -3.250 -2.124 0.220 2.659 2.087 -0.144
O -2.313 -2.080 -2.415 0.583 -18.452 3.154 -0.280
C -2.482 -4.535 -2.815 0.673 1.000 -1.087 -0.540
F -3.775 -4.385 -3.044 -0.231 -0.122 0.645 0.195
F -1.913 -4.597 -4.043 0.200 -0.403 0.781 0.137
F -2.224 -5.619 -2.107 -0.170 0.166 -0.294 0.210
H 1.227 -3.643 0.081 -2.064 -2.460 -0.946 0.133
H -0.132 -4.028 1.145 -0.510 0.081 -0.034 0.133
H 0.915 -2.569 1.366 -3.499 -2.536 0.487 -0.032
H 0.048 -1.693 -0.897 -0.700 -0.961 -0.368 0.101
H -1.274 -2.033 0.242 -0.018 -1.534 -1.138 0.082
C 2.406 -2.116 0.570 6.035 1.692 -0.631 -0.193
C 2.587 -1.711 -0.839 -0.203 -1.668 0.447 -0.146
O 3.574 -0.647 -0.815 0.341 1.469 -2.187 0.076
C 3.773 0.023 -1.934 -0.047 -1.880 0.452 -0.228
O 3.101 -0.102 -2.967 9.248 -4.830 1.580 0.132
C 4.968 0.981 -1.820 0.733 0.542 0.467 -0.546
F 4.558 2.252 -1.746 -0.620 0.130 0.233 0.178
F 5.757 0.749 -0.760 -0.690 -0.200 -0.223 0.188
F 5.692 0.876 -2.898 0.569 -0.325 -0.985 0.225
H 3.363 -2.392 1.012 -0.193 -0.241 -0.414 0.107
H 1.673 -2.918 0.657 6.061 2.349 -0.323 -0.094
H 2.106 -1.254 1.166 1.490 -0.540 -0.911 0.032
H 1.601 -1.492 -1.250 1.216 0.806 -0.652 0.077
H 3.030 -2.514 -1.429 0.010 0.030 -0.127 0.146
C -1.450 0.892 4.052 0.837 1.565 -0.032 -0.190
C -1.442 1.673 2.744 1.177 0.235 0.857 -0.226
O -1.038 3.040 3.005 0.446 3.344 -0.526 0.074
C -0.626 3.920 2.038 -1.162 -4.384 0.132 -0.223
O -0.577 3.561 0.861 2.952 4.967 7.510 0.094
C -0.146 5.272 2.528 -0.509 1.342 0.249 -0.519
F -0.994 5.770 3.448 0.424 -0.099 -0.882 0.185
F 1.045 5.158 3.097 0.192 -0.169 -0.123 0.199
F -0.043 6.098 1.456 -0.250 -0.624 1.160 0.171
H -0.426 0.813 4.418 0.120 0.212 0.299 0.093
H -1.846 -0.096 3.819 1.290 1.641 1.330 -0.112
H -2.141 1.360 4.752 0.665 0.098 0.234 0.074
H -2.337 1.523 2.140 0.450 1.756 0.768 0.091
H -0.640 1.270 2.126 -0.763 1.246 2.014 0.021
Cl -3.125 2.468 -2.169 -7.209 -0.425 -5.011 0.840
C -4.378 1.392 -1.409 -1.406 -0.183 -0.403 -0.470
C -5.028 0.460 -2.421 -0.023 0.135 0.312 -0.496
Cl -3.890 -0.793 -3.019 -7.240 2.062 -1.663 0.871
H -5.136 2.062 -1.005 -0.022 0.131 -0.250 0.094
H -3.935 0.853 -0.572 -0.515 0.368 -0.683 0.033
H -5.491 1.056 -3.208 0.098 -0.406 -0.197 0.081
H -5.763 -0.139 -1.884 -0.261 0.362 -0.019 0.062
Cl 1.872 -3.203 3.333 -0.113 0.334 0.755 0.719
C 1.502 -1.421 3.409 0.477 -0.911 0.126 -0.490
C 0.571 -1.016 2.316 -2.067 0.984 0.873 -0.537
Cl -1.146 -1.479 2.686 4.717 -5.536 1.557 0.924
H 2.491 -0.985 3.266 -0.393 0.151 0.213 0.055
H 1.102 -1.222 4.403 0.030 0.036 -0.170 0.092
H 0.835 -1.364 1.317 -1.511 1.268 1.567 0.013
H 0.533 0.064 2.178 -0.253 -1.481 0.666 0.024
Cl -3.763 -0.049 3.745 -3.677 -1.283 -0.513 0.748
C -3.277 -0.198 2.040 -2.866 0.253 -1.140 -0.708
C -4.137 -1.216 1.244 -0.189 0.036 1.164 -0.567
Cl -5.864 -0.694 1.237 0.288 0.035 -0.352 0.582
H -2.220 -0.465 2.056 -2.722 1.246 -0.718 -0.151
H -3.334 0.792 1.585 -1.362 -0.968 0.165 0.058
H -4.177 -2.190 1.732 0.217 0.078 0.224 0.069
H -3.823 -1.411 0.219 0.097 0.537 0.022 0.062
Cl 1.179 -2.640 -3.812 0.121 -1.184 0.879 0.714
C 1.082 -1.141 -4.675 0.272 0.669 -1.006 -0.608
C -0.228 -0.407 -4.401 0.227 -1.400 -0.116 -0.488
Cl -1.648 -1.565 -4.557 2.320 1.652 -3.900 0.778
H 1.308 -1.423 -5.703 -0.583 0.347 -0.151 0.084
H 1.934 -0.546 -4.348 -0.578 -0.207 -0.491 0.049
H -0.295 0.504 -4.996 -0.460 -0.278 -0.426 0.104
H -0.216 -0.155 -3.341 -0.151 -0.427 -1.607 0.017
```
Forces are in eV/Å.



Formula: C5H5O2
Source: the Open Molecules 2025 dataset
Level of theory: ωB97M-V with the def2-TZVPD basis set

Properties
F_max, Eh/bohr: 0.05364
Energy, a.u.: -344.01214
Energy relative to the best compared isomer or geometry (same formula, charge and spin), kcal/mol: 14.9
Total charge: -1
LUMO, eV: 4.30

```
12
Properties=species:S:1:pos:R:3:forces:R:3:lowdin_charge:R:1
C 1.520 -0.566 -0.490 -0.956 -0.706 -0.080 -0.012
C 1.083 0.648 0.002 -0.824 -0.918 1.870 -0.483
C 0.400 -1.254 -0.015 -1.126 -0.409 0.524 -0.514
C -0.306 -0.040 0.591 2.607 0.650 -0.622 -0.222
C -1.440 0.589 -0.116 -0.599 -0.023 -0.982 -0.106
O 1.563 1.736 0.203 0.306 2.017 -0.087 -0.025
O 0.012 -2.413 0.055 -0.015 -1.117 -0.202 -0.045
H 2.417 -0.977 -0.810 1.659 -0.316 -0.885 0.061
H -0.241 -0.057 1.688 -0.537 0.109 -0.165 0.131
H -1.148 0.548 -1.177 -0.222 0.149 0.055 0.085
H -1.406 1.635 0.163 -0.642 0.405 0.019 0.065
H -2.455 0.152 -0.094 0.349 0.160 0.554 0.066
```
Forces are in eV/Å.



Formula: C5H10O2
Source: the Open Molecules 2025 dataset
Level of theory: ωB97M-V with the def2-TZVPD basis set

Properties
F_max, Eh/bohr: 0.00793
Energy, a.u.: -346.82721
Energy relative to the best compared isomer or geometry (same formula, charge and spin), kcal/mol: 124.4
Total charge: 0
LUMO, eV: 0.93

```
17
Properties=species:S:1:pos:R:3:forces:R:3:lowdin_charge:R:1
O 2.459 0.028 0.705 0.340 0.073 -0.034 -0.061
C 1.522 -0.541 -0.192 -0.287 -0.138 -0.255 -0.257
C 0.161 -0.445 0.475 0.034 -0.028 -0.016 -0.288
C -0.386 1.012 0.589 0.050 0.065 0.014 -0.121
C -1.746 0.893 -0.061 -0.018 0.015 0.105 -0.187
O -2.052 -0.384 -0.196 -0.007 0.071 -0.087 -0.079
C -0.962 -1.136 -0.269 0.028 -0.095 0.076 -0.150
H 3.313 0.084 0.261 -0.105 0.001 0.114 0.089
H 1.502 -0.004 -1.150 0.012 -0.053 0.154 0.112
H 1.759 -1.597 -0.403 -0.016 0.155 0.068 0.125
H 0.288 -0.886 1.475 -0.076 0.040 -0.119 0.146
H -0.458 1.340 1.632 -0.017 -0.038 -0.141 0.115
H 0.264 1.727 0.074 -0.070 -0.093 0.068 0.114
H -0.960 0.711 -1.723 0.042 -0.150 0.002 0.101
H -2.592 1.557 0.055 0.121 -0.072 -0.033 0.117
H -0.624 -0.030 -1.852 -0.109 0.073 0.128 0.106
H -1.164 -2.202 -0.269 0.078 0.175 -0.043 0.118
```
Forces are in eV/Å.



Formula: C9H14O
Source: the Open Molecules 2025 dataset
Level of theory: ωB97M-V with the def2-TZVPD basis set

Properties
F_max, Eh/bohr: 0.04257
Energy, a.u.: -426.54639
SMILES: Cc1ccccc1.CCO
Energy relative to the best compared isomer or geometry (same formula, charge and spin), kcal/mol: 16.6
Total charge: 0
LUMO, eV: 0.87

```
24
Properties=species:S:1:pos:R:3:forces:R:3:lowdin_charge:R:1
C 0.346 2.123 -0.293 -0.784 1.876 0.811 -0.065
C 1.080 0.973 -0.829 0.426 -0.486 -1.563 -0.290
C 2.362 0.616 -0.423 0.711 0.546 1.116 -0.063
C 3.034 -0.489 -0.893 -1.301 -0.699 -1.266 -0.079
C 2.350 -1.270 -1.835 0.311 -1.551 -0.065 -0.112
C 1.115 -0.942 -2.353 -0.309 1.900 0.903 -0.086
C 0.528 0.253 -1.893 -0.030 -0.995 0.021 -0.049
H 0.907 2.853 0.300 0.482 -0.475 0.028 0.083
H -0.478 1.840 0.365 -0.009 -0.193 -0.122 0.054
H -0.102 2.777 -1.049 -0.026 -0.448 -0.279 0.087
H 2.881 1.213 0.325 -0.293 0.102 -0.005 0.111
H 4.012 -0.815 -0.581 0.097 0.251 0.275 0.100
H 2.714 -2.261 -2.106 0.435 0.310 -0.068 0.099
H 0.532 -1.514 -3.056 0.402 -0.359 -0.182 0.098
H -0.412 0.521 -2.366 -0.084 0.304 0.353 0.109
C -2.365 -1.442 1.367 0.474 0.153 0.235 -0.084
C -2.334 0.018 1.787 -1.081 -0.087 -0.021 -0.319
O -2.616 0.180 3.177 -0.179 0.293 -0.358 -0.075
H -1.610 -1.940 1.984 -0.313 -0.377 -0.007 0.075
H -2.055 -1.608 0.335 -0.056 0.254 -0.100 0.068
H -3.361 -1.855 1.503 0.101 -0.192 0.198 0.074
H -1.393 0.473 1.484 0.055 0.166 0.155 0.080
H -3.185 0.552 1.356 0.388 0.097 -0.440 0.116
H -1.950 -0.254 3.694 0.584 -0.391 0.380 0.065
```
Forces are in eV/Å.